Record 1
The following is a DFT calculation (the ωB97M-V functional and the def2-TZVPD basis) of C19H29O2PS5Yb as an isolated structure.

Last column: Mulliken charge in e.
Cartesian coordinates (Å):
H -0.927 -4.123 2.454  0.425
H 1.654 2.140 3.991  0.318
H 1.611 0.302 -2.946  0.375
H 0.254 1.184 4.524  0.349
H 1.716 -1.361 -3.571  0.209
H -2.159 2.874 3.494  0.495
H 3.172 -3.858 -1.354  0.479
C -1.970 2.138 -1.032  -0.039
H 1.796 -3.343 -2.324  0.406
C -4.313 3.232 -0.829  0.262
H 2.429 -0.184 3.575  0.272
C 0.567 2.121 4.060  -1.295
S -4.438 1.644 -0.284  -0.048
C -0.887 -0.873 -4.740  -0.673
C 0.414 -0.072 -4.738  -0.591
C 0.660 -2.957 0.066  -0.429
C 2.155 -1.341 1.784  1.080
C 1.904 -2.481 -0.351  1.092
H 1.476 3.833 1.719  0.344
C -1.907 2.285 2.613  -0.952
S -2.430 -0.466 -0.030  -0.438
S -0.290 2.099 -1.449  -0.480
H -2.294 1.271 2.718  0.301
H 0.012 3.886 0.722  0.240
C 2.610 -1.622 0.494  -0.803
O 0.324 1.027 1.590  -0.416
S -2.762 3.657 -1.339  -0.045
H 3.182 -2.259 -2.080  0.403
Yb 0.115 -0.207 -0.210  0.682
H 1.056 -0.289 -5.590  0.386
C 0.162 -2.660 1.337  0.334
C 2.542 -3.003 -1.608  -2.095
H -2.359 2.747 1.736  0.145
C 1.056 -0.508 -3.428  -0.497
H -1.713 -2.546 2.394  0.354
H 0.201 0.997 -4.724  0.241
H 3.813 -1.175 3.121  0.440
H -1.652 -0.444 -5.384  0.367
O -0.026 -0.917 -2.554  0.096
C -1.132 -3.263 1.814  -1.690
C 3.010 -0.548 2.730  -1.729
H -1.926 -1.609 -2.936  0.301
H 3.470 0.303 2.229  0.370
H -1.734 0.155 -3.041  0.166
C 0.387 3.788 1.741  -1.103
S -5.645 4.285 -0.949  0.070
H -0.709 -1.904 -5.050  0.292
H 0.113 -3.643 -0.570  0.368
P -0.127 2.213 2.409  1.059
H 0.585 -1.694 3.199  0.438
H 0.233 2.954 4.678  0.442
H -1.744 -3.601 0.980  0.379
C 0.934 -1.869 2.188  -0.387
H 0.005 4.597 2.365  0.405
H 3.588 -1.271 0.183  0.498
C -1.277 -0.808 -3.279  -0.406
C -2.786 1.163 -0.519  0.234

## Properties
- gap between HOMO and LUMO (spin up / spin down) (eV) = 5.757 / 3.119
- charge = +1
- 2S+1 = 2
- HOMO energy (spin up / spin down) (eV) = -9.2 / -9.2

***

Record 2
The following is a DFT calculation (the ωB97M-V functional and the def2-TZVPD basis) of an isolated ion of composition C19H29O2Si and charge +1.

Last column: Mulliken charge in e.
Cartesian coordinates (Å):
H 3.790 -0.023 -2.266  0.341
C -3.716 -4.036 0.551  -0.583
H -3.018 -1.134 2.177  0.396
C -0.786 3.233 -1.195  -0.605
C 2.403 3.619 -1.452  -1.039
H 3.427 0.608 1.030  0.184
H -4.812 -2.781 1.940  0.401
C 0.121 1.006 -0.424  -0.675
H -3.062 -0.290 -0.258  0.390
C -0.863 -0.154 -0.355  2.915
H -0.140 3.084 -2.066  0.327
H -1.117 -0.906 2.931  0.678
C 0.806 -0.110 2.641  -0.590
H -4.534 -4.743 0.394  0.390
H 4.792 1.447 -2.254  0.375
C -0.612 -1.022 0.819  3.127
H 0.325 -1.393 -1.712  0.304
C -2.271 0.472 -0.286  -2.012
H -2.316 -5.129 -0.705  0.406
H 1.144 -2.286 0.000  0.330
C -1.665 -2.165 0.819  -0.153
H 2.595 -1.321 1.968  0.633
H -2.420 1.068 -1.191  0.599
C -2.484 -4.254 -0.078  -0.789
H 3.388 1.343 -3.334  0.318
H 4.285 2.159 0.859  0.504
C -0.655 -0.256 2.177  -1.295
H 1.186 0.918 2.523  0.026
H -0.637 4.184 -0.695  0.248
O 1.263 0.827 -1.001  -0.166
C 3.762 1.071 -2.337  -1.034
C 0.806 -1.589 0.782  -0.928
H 0.865 -0.372 3.707  0.566
H -2.380 1.128 0.580  0.271
H -0.491 -3.512 -0.418  0.275
C 3.313 1.660 0.741  -0.859
H -0.732 -0.210 -2.507  0.506
C -1.454 -3.324 0.074  -0.442
H -1.828 2.978 -1.393  0.337
H 3.383 4.124 -1.455  0.394
O -0.226 2.194 -0.051  -0.423
H -1.221 0.681 2.169  0.230
C 1.545 -1.093 1.785  -1.127
H 2.606 2.136 1.434  0.260
Si 2.736 1.840 -1.002  0.251
C -3.882 -2.935 1.397  -0.811
H -1.435 -1.684 -1.755  0.479
C -0.657 -0.919 -1.663  -1.914
H 1.969 3.733 -2.456  0.362
C -2.859 -2.001 1.529  -0.642
H 1.763 4.133 -0.720  0.268

## Properties
- gap between HOMO and LUMO (eV) = 7.571
- charge = +1
- HOMO energy (eV) = -11.6

***

Record 3
The following is a DFT calculation (the ωB97M-V functional and the def2-TZVPD basis) of C19H30BMnO23 as an isolated structure.

Last column: Mulliken charge in e.
Cartesian coordinates (Å):
H 1.793 -1.206 -3.520  0.136
O -0.457 1.635 -0.617  -0.476
O -2.383 -0.078 -2.752  -0.092
H 5.233 1.392 -2.607  0.365
C 0.709 0.581 5.022  -0.807
H 4.427 0.802 2.629  0.377
H 5.420 2.065 -0.980  0.267
H -1.737 -3.946 -4.332  0.301
O 3.408 -0.001 -3.032  -0.416
O -2.347 4.368 0.348  -0.600
H 1.252 -2.709 3.497  0.248
C -1.349 -3.341 -3.518  -0.658
O -2.235 -1.163 2.674  -0.131
C -2.684 -0.717 1.503  0.240
C 3.481 1.050 2.149  -0.645
O 1.725 -3.821 -0.391  -0.269
H -1.346 -3.884 -2.576  0.256
C -0.891 2.755 -0.421  0.494
O -1.940 -0.589 0.553  -0.247
H -2.592 -2.280 4.316  0.280
C -2.212 3.065 0.328  0.407
O -0.585 -1.174 -2.149  -0.304
H 2.100 -5.800 0.169  0.315
H -0.309 -3.146 -3.787  0.244
O -1.692 5.917 -1.396  -0.452
C 0.551 -3.299 2.913  -0.154
H -3.786 -0.961 4.083  0.307
H 6.032 0.462 -1.308  0.292
H -3.549 -0.609 -4.430  0.366
H -4.427 -0.202 -2.907  0.283
C -4.604 -0.289 0.213  -0.605
H -3.839 -2.426 3.092  0.358
C -3.181 -1.718 3.595  -0.864
O -2.956 2.236 0.780  -0.526
H 1.695 0.196 5.275  0.369
H 3.072 -5.144 -1.096  0.241
C 1.087 -3.242 0.604  0.488
H 0.613 1.636 5.253  0.295
H -5.610 -0.688 0.243  0.391
H -4.019 -0.816 -0.541  0.059
O -3.966 -0.487 1.487  -0.379
C 2.637 -4.900 -0.131  -0.749
O 0.620 7.800 0.375  -0.545
O -0.489 3.821 -1.005  -0.520
O 1.245 -3.840 1.758  -0.409
H 1.914 0.350 -4.453  0.300
B -1.222 5.003 -0.370  1.081
H 0.188 -4.164 3.456  0.353
Mn 0.081 -0.317 -0.304  2.089
H 3.020 -0.954 -4.766  0.318
O 2.438 0.927 3.120  -0.383
H -4.581 0.780 0.016  0.300
O 0.398 -2.263 0.404  -0.141
C 1.264 0.529 2.692  0.737
H 0.012 -0.033 5.587  0.259
O -0.289 5.726 0.478  -0.465
C 3.042 0.179 -1.787  0.425
O -1.032 7.989 -2.036  -0.535
O 3.993 0.663 -1.027  -0.241
H -0.279 -2.673 2.593  -0.183
H -3.629 1.051 -3.901  0.266
C -3.581 0.024 -3.549  -0.838
C -1.626 -1.138 -2.779  0.818
H 3.389 -4.608 0.595  0.315
O -2.152 -2.167 -3.423  -0.417
C 5.229 1.155 -1.550  -0.805
C 2.449 -0.467 -3.975  -0.594
H 3.328 0.345 1.337  0.154
O 1.942 -0.090 -1.349  -0.241
O 0.964 0.358 1.529  -0.381
C -0.095 6.951 -0.045  0.591
O 0.360 0.401 3.642  -0.192
C -0.998 7.058 -1.303  0.580
H 3.556 2.079 1.808  0.300

## Properties
- gap between HOMO and LUMO (eV) = 8.659
- charge = +1
- 2S+1 = 6
- HOMO energy (eV) = -10.9

***

Record 4
The following is a DFT calculation (the ωB97M-V functional and the def2-TZVPD basis) of one molecule with the formula C19H30BrN3O3S.

Last column: Mulliken charge in e.
Cartesian coordinates (Å):
H -1.612 3.727 1.121  0.248
H -0.283 5.062 0.110  0.305
C -1.201 -2.179 -0.249  0.032
H 3.140 3.756 0.344  0.304
H 1.561 3.516 3.019  0.244
H -1.049 2.913 -1.132  0.197
C -0.706 1.614 1.897  -0.515
N 0.713 3.413 0.925  0.759
C 0.213 -0.417 -0.823  0.068
C 4.143 3.902 2.278  -1.404
H 1.718 5.199 2.108  0.584
C -0.111 -0.756 -2.071  -0.139
O -2.141 -1.921 2.337  -0.575
H -1.098 5.070 -2.317  0.281
C -2.483 -3.578 -1.589  -0.682
S 0.898 -1.344 1.752  0.901
H 0.878 4.767 -2.847  0.235
C -0.064 -1.370 0.092  0.164
H -0.538 3.567 -3.439  0.279
C -0.039 3.301 -1.276  0.295
C -1.079 -1.593 -2.598  -1.426
H 5.063 3.345 1.993  0.363
H -0.638 -0.861 3.121  0.520
Br 0.440 0.683 -3.432  -0.251
H -1.772 -5.067 2.340  0.303
H -0.846 3.577 2.745  0.419
O 0.626 -2.766 2.204  -0.659
H -1.687 1.443 2.359  0.373
H -1.329 -1.766 -3.464  0.816
C -2.430 -4.287 2.761  -1.509
H 3.096 2.305 1.458  -0.020
N 0.162 -0.378 3.049  -0.197
H -0.855 1.367 1.011  0.326
H 1.241 1.170 2.291  0.260
H -3.361 -4.591 2.323  0.394
H 1.161 0.236 -0.633  0.519
C 3.048 3.556 1.421  0.192
N -1.682 -3.290 0.748  0.040
C -0.219 4.257 -2.537  -1.079
H -1.450 -5.148 -0.077  0.347
H -2.518 -4.037 3.757  0.464
H 4.111 3.488 3.451  0.207
H -3.107 -4.730 0.060  0.260
H -1.809 -4.469 -2.300  0.248
H 0.050 1.523 3.765  0.097
H 1.396 4.582 -0.251  0.571
H 4.131 4.871 2.425  0.489
C 1.528 4.181 2.052  -1.086
C -2.132 -2.919 1.858  0.696
C -2.202 -4.358 -0.440  -0.583
C 0.262 0.944 2.672  -0.388
C -0.668 3.231 1.704  -1.174
C -1.559 -2.507 -1.715  0.325
H 0.758 2.528 -1.319  0.156
C 0.424 4.244 -0.113  -1.481
O 2.123 -0.955 1.150  -0.578
H -3.415 -3.496 -1.801  0.467

## Properties
- gap between HOMO and LUMO (eV) = 8.946
- charge = 0
- HOMO energy (eV) = -8.7
- SMILES string = CCCN(CCC)CCCNS(=O)(=O)c1cc(Br)cc2c1N(C(C)=O)CC2